1.
Computed, not measured: C28H39ClN2Pd as an isolated structure at a distorted geometry, with the ωB97M-V functional and the def2-TZVPD basis.

Summary:
- Multiplicity: 5
- E_tot: -1787.53505 hartree
- LUMO (alpha / beta): 4.87 / 4.72 eV
- Charge: -2
- HOMO energy (alpha / beta): 1.523 / 0.065 eV
- Strongest force on any atom: 4.4 eV/Å
- ⟨S²⟩: 6.021

Last column: Mulliken spin population.
CARTESIAN COORDINATES (ANGSTROEM)
Pd  0.10758  1.17446  -0.21520  1.0714
Cl  1.32263  0.07278  1.55554  0.0296
C  -1.15229  -0.06533  -1.40017  0.0603
C  -1.58051  -1.39140  -1.26350  -0.4456
C  -2.50516  -1.88601  -2.23627  0.0498
C  -2.89905  -1.08243  -3.31232  -0.0230
C  -2.39538  0.21818  -3.43063  0.0312
C  -1.51017  0.71048  -2.46655  0.0605
H  -1.17658  -2.00695  -0.43983  0.1484
H  -2.92081  -2.89951  -2.14252  0.0270
H  -2.70854  0.84225  -4.26051  0.0072
H  -1.08348  1.71708  -2.53097  -0.0349
C  -3.85388  -1.56587  -4.37628  0.0040
H  -4.29830  -0.69515  -4.86946  -0.0003
H  -4.65908  -2.18260  -3.96321  0.0002
H  -3.34624  -2.15206  -5.15407  -0.0004
C  0.41830  -4.12874  2.98879  0.0675
N  -0.31825  -3.10321  2.38877  0.0681
H  2.17517  -5.21431  2.24332  -0.0039
N  1.25570  -3.60894  1.01347  -0.0068
H  0.15447  -4.61442  3.93392  0.0043
C  -1.27331  -2.08752  3.07249  -0.0960
C  -2.37987  -2.85790  3.75798  0.0082
C  -0.53085  -1.17191  4.04803  0.0549
H  -1.97423  -3.46782  4.56773  0.0030
H  -3.11004  -2.16231  4.17310  0.0009
H  -2.88498  -3.48120  3.01696  0.0114
H  -2.67505  -0.52693  2.56750  -0.0042
H  -2.31848  -1.57084  1.16704  0.0231
H  0.20097  -0.56869  3.48833  0.0017
C  -1.86974  -1.10370  2.05502  0.0728
H  -0.02759  -1.71972  4.84923  0.0066
H  -1.24666  -0.46179  4.49279  -0.0125
H  -1.09977  -0.37123  1.72307  -0.0414
C  1.41552  -4.43740  2.13491  -0.0104
C  3.45725  -2.41781  0.43447  0.0460
H  3.98197  -2.91394  1.25633  0.0048
H  4.17471  -2.26206  -0.38778  -0.0141
C  2.28527  -3.24518  -0.10246  -0.0517
H  2.34262  -2.26350  -2.02953  -0.0009
C  2.76798  -4.54384  -0.70642  0.0098
H  1.91181  -5.09933  -1.09135  0.0120
H  3.10897  -1.42566  0.76059  0.0047
H  1.52200  -1.29547  -0.77712  -0.0214
H  3.29906  -5.12904  0.04639  0.0030
H  3.44549  -4.34102  -1.53407  0.0008
C  1.64700  -2.33010  -1.16301  0.0174
H  0.68203  -2.67800  -1.55837  0.0128
C  -0.03314  -3.23942  1.08320  1.9587
C  -1.39406  3.61970  0.08415  -0.0305
C  0.11867  3.75970  0.13385  -0.0723
C  0.57022  3.53271  1.59850  -0.0164
C  0.64512  2.78931  -0.92799  0.8237
C  0.83501  4.96859  -0.40542  0.0195
C  2.20380  4.68513  -0.58294  -0.0323
C  2.96331  5.41555  -1.48186  0.1095
C  2.31867  6.44858  -2.19055  -0.0144
C  0.92989  6.64371  -2.11560  0.0387
C  0.16604  5.84418  -1.24496  0.0556
H  -1.58021  2.66900  0.60120  -0.0155
H  -1.75868  3.47033  -0.93058  -0.0044
H  -2.01115  4.36587  0.59091  0.0022
H  0.02264  2.69691  2.03141  -0.0125
H  1.62730  3.29720  1.68742  0.0166
H  0.39421  4.39033  2.26669  0.0058
H  1.02948  3.20881  -1.92247  -0.0172
H  2.59089  3.73178  -0.19777  -0.0023
H  4.02974  5.16503  -1.61323  0.0104
H  2.94647  7.09801  -2.80016  0.0029
H  0.43517  7.42960  -2.70194  0.0086
H  -0.92762  5.80504  -1.28607  0.0091

Cartesian forces, eV/Å:
0.5 -3.1 0.5
0.9 -0.2 0.8
1.1 -0.1 1.7
-1.0 0.3 -1.6
0.7 0.0 0.8
-0.1 0.2 0.0
0.3 -0.2 0.5
-1.2 0.1 -1.7
-0.5 0.1 -0.6
0.2 0.2 -0.1
-0.1 0.0 -0.2
-0.4 -0.3 -0.3
0.0 -0.1 0.0
-0.1 -0.2 0.0
0.0 0.0 0.0
-0.1 0.0 0.1
-0.5 0.3 0.8
-2.8 1.1 3.3
-0.2 0.4 -0.1
3.7 -0.9 -2.1
0.1 0.3 -0.3
0.8 0.0 -0.7
0.0 -0.2 -0.1
0.3 0.0 0.1
-0.1 -0.2 0.0
0.0 0.0 0.1
0.0 -0.1 0.2
0.5 -0.4 -0.2
0.2 0.0 0.4
-0.1 -0.4 0.3
-0.2 0.3 -0.3
0.0 -0.1 0.1
0.1 -0.3 0.0
-0.6 -0.6 0.1
0.9 0.0 -0.5
0.1 0.1 0.3
0.0 0.0 0.0
-0.1 -0.1 0.2
-0.8 0.5 0.8
-0.3 -0.1 0.5
-0.2 -0.2 0.0
0.1 -0.2 0.0
0.1 -0.4 0.0
-0.2 -0.7 -0.2
0.0 -0.2 -0.1
0.1 0.0 0.0
-0.2 0.2 -0.3
0.3 0.0 0.3
-1.2 1.4 -1.8
-0.7 0.1 0.3
0.7 1.0 0.1
0.0 -0.3 0.3
0.3 0.8 -1.6
-0.9 -0.9 -0.9
0.9 0.5 -0.1
-0.2 0.2 0.6
-0.2 0.4 -0.3
0.7 0.2 0.0
0.5 0.4 0.1
-0.2 0.2 -0.2
0.0 0.2 0.0
0.1 0.5 0.2
0.1 -0.2 0.0
0.1 -0.1 -0.1
-0.2 0.2 -0.4
-0.7 -0.6 1.5
-0.1 0.7 0.3
-0.6 0.3 -0.1
-0.3 0.0 -0.2
0.3 -0.4 0.1
0.4 0.3 0.1

2.
Computed, not measured: C28H39ClN5O4SZr as an isolated structure, with the ωB97M-V functional and the def2-TZVPD basis.

Summary:
- E_tot: -2570.57024 hartree
- LUMO: -2.80 eV
- Charge: +1
- HOMO energy: -10.369 eV
- Strongest force on any atom: 0.7 eV/Å

Last column: Löwdin charge in e.
CARTESIAN COORDINATES (ANGSTROEM)
Zr  -0.03768  1.04949  -0.16230  1.5027
C  2.06856  5.52713  0.62191  -0.0381
C  1.21899  4.49747  1.31424  -0.2858
C  1.77508  3.31873  1.79474  -0.0726
C  1.00071  2.38557  2.48323  -0.1728
C  -0.35978  2.61339  2.67099  -0.1368
C  -0.93197  3.77777  2.16310  -0.0686
C  -0.14718  4.70846  1.50221  -0.0377
H  2.47949  6.23648  1.34276  0.0931
H  1.48522  6.10043  -0.09871  0.0740
H  2.91425  5.06623  0.10775  0.0745
H  2.83384  3.12969  1.65507  0.1183
H  1.46421  1.50597  2.90626  0.0734
H  -0.95885  1.90677  3.23115  0.0986
H  -1.99144  3.95695  2.29401  0.1153
H  -0.60151  5.61564  1.12066  0.1214
Cl  -7.47468  3.26456  -0.95428  0.6770
C  -5.82509  2.76010  -0.78604  -0.6673
C  -4.80438  3.70414  -0.79771  -0.0818
C  -3.49015  3.29534  -0.66088  0.0011
C  -3.16827  1.94478  -0.50915  -0.3050
O  -1.90019  1.59813  -0.35825  -0.2909
C  -4.19713  0.99808  -0.50314  -0.1144
C  -3.97589  -0.44980  -0.34848  -0.1785
O  -2.91395  -0.99738  -0.15196  0.0412
C  -5.52141  1.42224  -0.64288  -0.0551
H  -5.04519  4.75248  -0.91211  0.1111
H  -2.68283  4.01755  -0.66758  0.1155
H  -4.90448  -1.05008  -0.42006  0.1281
H  -6.31608  0.68598  -0.64165  0.1155
O  0.26001  -0.34180  -1.23621  -0.5890
C  1.75379  4.59208  -3.11430  0.0299
N  2.37636  3.45198  -2.43368  -0.0181
C  3.63166  3.01568  -2.73655  -0.0073
C  4.14939  1.88962  -2.20271  0.0312
C  3.32233  1.15932  -1.29311  -0.3372
N  2.15903  1.67198  -0.91084  0.0802
C  1.63624  2.74618  -1.53032  -0.5253
O  0.45375  3.03141  -1.26686  -0.0418
N  3.67363  -0.02133  -0.78984  0.2156
H  2.48827  5.04295  -3.77498  0.0998
H  1.42100  5.31930  -2.37863  0.0886
H  0.89580  4.25077  -3.68903  0.1098
H  4.17931  3.61560  -3.44966  0.1428
H  5.13574  1.55371  -2.48100  0.1217
H  4.50044  -0.48593  -1.12367  0.1269
H  2.95210  -0.58135  -0.35162  0.1158
C  1.50593  -3.97369  -3.60769  -0.1120
C  0.43860  -3.34953  -2.71961  -0.2661
C  0.04742  -4.26253  -1.55857  -0.1949
C  -0.99381  -3.65483  -0.62343  -0.1566
N  -0.44152  -2.51702  0.12083  0.0408
C  -0.49464  -2.18782  1.39384  -0.7089
S  0.03897  -0.59630  1.91857  0.6523
N  -0.91999  -2.94077  2.41412  0.0122
C  -1.31584  -4.34768  2.48523  -0.1641
C  -0.18221  -5.32812  2.17971  -0.1969
C  0.79055  -5.56759  3.33431  -0.2511
C  1.56530  -4.33402  3.79074  -0.1038
H  1.76578  -3.32126  -4.44101  0.0693
H  1.16621  -4.92379  -4.02509  0.0744
H  2.41820  -4.17413  -3.04074  0.0704
H  -0.45545  -3.13193  -3.31080  0.1176
H  0.78584  -2.38414  -2.34504  0.0752
H  0.93677  -4.53812  -0.98301  0.1099
H  -0.36309  -5.19514  -1.95647  0.1216
H  -1.37375  -4.40559  0.04996  0.0857
H  -1.83873  -3.27081  -1.19924  0.1267
H  -0.14068  -1.74005  -0.48452  0.0202
H  -0.86175  -2.45246  3.29156  0.0954
H  -2.17727  -4.51927  1.84343  0.1118
H  -1.67089  -4.50201  3.50513  0.1305
H  0.37170  -4.97910  1.30353  0.0943
H  -0.63703  -6.28077  1.89657  0.1200
H  1.49979  -6.33656  3.02151  0.1080
H  0.24225  -5.99071  4.18104  0.1098
H  2.03450  -3.82494  2.94507  0.0736
H  2.35101  -4.61151  4.49270  0.0741
H  0.92674  -3.61022  4.29744  0.0615

Cartesian forces, eV/Å:
0.1 -0.5 0.3
0.0 0.0 0.0
-0.1 0.0 0.0
0.1 0.0 0.1
0.0 0.1 -0.1
-0.1 0.1 0.0
0.0 -0.1 0.0
0.0 0.0 0.0
0.0 0.0 0.0
0.0 0.0 0.0
0.0 0.0 0.0
0.0 0.0 0.0
0.1 -0.1 0.0
0.0 0.0 -0.1
0.0 0.0 0.0
0.0 0.0 0.0
0.0 0.0 0.0
0.1 -0.1 0.0
0.1 -0.1 0.0
-0.1 0.1 0.0
0.2 0.2 0.0
-0.3 0.1 0.1
-0.3 -0.2 0.0
0.1 0.0 0.1
-0.1 0.0 0.0
0.0 0.1 0.0
0.0 0.0 0.0
0.0 0.0 0.0
0.0 0.0 0.0
0.0 0.0 0.0
-0.1 0.3 -0.3
0.0 0.0 0.0
0.0 0.1 -0.1
0.0 0.0 0.0
0.0 0.0 0.0
0.1 0.0 0.0
0.1 0.0 0.0
0.3 -0.1 0.0
-0.2 0.2 -0.1
-0.1 -0.1 -0.1
0.0 0.0 0.0
0.0 0.0 0.0
0.0 0.0 0.0
0.0 0.0 0.0
0.0 0.0 0.0
0.0 0.0 0.0
0.1 0.1 0.0
0.0 -0.1 0.0
0.0 0.0 0.0
0.0 0.1 -0.1
0.1 0.2 0.0
0.0 -0.4 0.6
-0.1 -0.2 -0.4
0.1 0.2 -0.1
0.0 0.1 -0.1
0.1 0.0 0.0
0.0 0.0 0.0
0.0 0.0 0.0
0.0 0.0 0.0
0.0 0.0 0.0
0.0 0.0 0.0
0.0 0.0 0.0
0.0 0.0 0.0
0.0 0.0 0.0
0.0 0.0 0.0
0.0 0.0 0.0
-0.1 -0.1 0.1
0.0 0.0 0.0
0.1 0.1 -0.1
0.0 0.0 0.0
0.0 0.0 -0.1
0.0 0.0 0.0
0.0 0.0 0.0
0.0 0.0 0.0
0.0 0.0 0.0
0.0 0.0 0.0
0.0 0.0 0.0
0.0 0.0 0.0
0.0 0.0 0.0

Q: charge of number 2 (C28H39ClN5O4SZr)?
A: +1